1.
C23H16BrCl4F6O5SbTi | ωB97M-V with the def2-TZVPD basis set

The geometry in ORCA input format:
```
! RIJCOSX wB97M-V def2-TZVPD def2/J DEFGRID3
* xyz -1 2
Ti -2.534 0.412 1.062
Cl -3.788 1.426 7.710
C -3.175 0.809 6.230
C -2.618 -0.513 6.211
Cl -2.577 -1.416 7.672
C -2.124 -1.053 5.055
Cl -1.439 -2.621 4.976
C -2.181 -0.299 3.844
O -1.772 -0.715 2.731
C -2.713 1.055 3.869
O -2.691 1.679 2.776
C -3.219 1.575 5.095
Cl -3.857 3.167 5.076
Br 1.522 -3.545 -1.014
C 1.218 -2.227 -2.363
C 2.070 -2.184 -3.454
C 1.853 -1.204 -4.414
C 0.822 -0.294 -4.261
C -0.040 -0.360 -3.171
C 0.158 -1.355 -2.220
C -1.145 0.700 -2.980
O -0.989 1.756 -3.619
O -2.066 0.444 -2.175
H 2.878 -2.896 -3.554
H 2.501 -1.157 -5.279
H 0.656 0.496 -4.983
H -0.526 -1.428 -1.390
F -3.277 1.711 0.111
Sb -4.559 -0.904 -1.700
F -4.156 -0.198 1.613
F -2.167 -1.060 0.140
F -4.462 -2.489 -0.628
F -3.705 -1.762 -3.192
F -6.290 -1.466 -2.398
C 5.117 -0.680 -1.240
C 3.845 0.014 -0.851
C 3.158 -0.377 0.292
C 1.935 0.175 0.628
C 1.247 -0.332 1.860
C 1.400 1.172 -0.221
C 0.041 1.617 -0.091
O -0.758 1.168 0.756
C 2.122 1.644 -1.350
C 1.657 2.766 -2.227
C 3.333 1.035 -1.641
H 5.687 -0.992 -0.366
H 5.744 -0.045 -1.864
H 4.876 -1.577 -1.814
H 3.576 -1.147 0.927
H 2.000 -0.678 2.570
H 0.595 -1.176 1.617
H 0.625 0.417 2.339
H -0.345 2.351 -0.801
H 0.721 2.558 -2.762
H 2.421 2.967 -2.977
H 1.514 3.678 -1.641
H 3.883 1.359 -2.516
*
```

Computed properties:
HOMO-LUMO gap (spin up / spin down), Ha: 0.2612 / 0.2115
Energy above the lowest of the compared OMol25 structures with the same formula, charge and spin, kJ/mol: 138.39
M, g/mol: 877.707
Maximum force, hartree/bohr: 0.036

---

2.
C23H16FeO6P | ωB97M-V with the def2-TZVPD basis set

The geometry in ORCA input format:
```
! RIJCOSX wB97M-V def2-TZVPD def2/J DEFGRID3
* xyz 1 5
O 0.764 0.010 -4.285
C 0.031 0.026 -3.407
Fe 0.296 -0.162 -0.042
O 2.482 0.054 -1.927
C 1.647 -0.029 -1.121
C -1.555 0.451 -0.572
O -2.335 0.562 0.427
C 0.096 -1.795 -0.690
O 0.210 -2.875 -1.125
C -0.328 1.572 -0.665
O -0.333 2.761 -0.663
H -1.890 0.116 -1.607
O 0.778 -0.068 1.796
P 0.646 -0.384 3.286
C -0.876 -1.342 3.503
C -1.936 -0.847 4.273
C -3.136 -1.560 4.373
C -3.281 -2.788 3.722
C -2.187 -3.330 3.040
C -0.989 -2.620 2.934
C 2.095 -1.362 3.753
C 2.147 -1.949 5.031
C 3.230 -2.748 5.400
C 4.271 -2.993 4.505
C 4.224 -2.420 3.233
C 3.152 -1.606 2.855
C 0.563 1.205 4.140
C 1.478 1.515 5.161
C 1.384 2.726 5.851
C 0.399 3.657 5.516
C -0.486 3.371 4.474
C -0.404 2.162 3.781
H -1.809 0.075 4.837
H -3.960 -1.151 4.961
H -4.228 -3.330 3.760
H -2.256 -4.322 2.594
H -0.133 -3.090 2.449
H 1.335 -1.794 5.743
H 3.239 -3.197 6.391
H 5.100 -3.639 4.798
H 5.024 -2.633 2.524
H 3.142 -1.180 1.848
H 2.287 0.821 5.394
H 2.104 2.961 6.634
H 0.351 4.619 6.029
H -1.234 4.104 4.179
H -1.088 1.984 2.949
*
```

Computed properties:
HOMO-LUMO gap (spin up / spin down), Ha: 0.2772 / 0.2354
M, g/mol: 475.194
Maximum force, hartree/bohr: 0.162

---

3.
C23H16N2O2 | ωB97M-V with the def2-TZVPD basis set

The geometry in ORCA input format:
```
! RIJCOSX wB97M-V def2-TZVPD def2/J DEFGRID3
* xyz 0 1
C -2.254 0.509 0.054
C -2.735 1.547 0.813
N -3.112 2.468 1.445
N -2.538 -0.792 0.393
C -2.387 -1.803 -0.536
C -2.602 -3.112 -0.163
C -2.977 -3.424 1.148
C -3.195 -2.382 2.046
C -2.987 -1.072 1.667
H -1.787 0.680 -0.914
H -2.127 -1.463 -1.536
H -2.479 -3.879 -0.923
H -3.121 -4.453 1.458
H -3.542 -2.535 3.066
H -3.144 -0.225 2.336
C 3.663 -2.824 -2.207
C 3.210 -1.502 -2.237
C 2.434 -1.048 -1.174
C 2.140 -1.871 -0.076
C 2.677 -3.155 0.007
C 3.414 -3.641 -1.081
C 1.224 -1.167 0.866
O 0.645 -1.640 1.838
C 1.100 0.215 0.317
C 0.496 1.220 0.991
C 0.308 2.565 0.496
C -0.172 2.831 -0.804
C -0.299 4.134 -1.271
C 0.087 5.211 -0.462
C 0.591 4.967 0.825
C 0.632 3.666 1.321
C 1.848 0.308 -0.978
O 1.990 1.272 -1.721
H 4.212 -3.229 -3.057
H 3.429 -0.822 -3.058
H 2.511 -3.735 0.913
H 3.792 -4.664 -1.062
H 0.302 1.049 2.049
H -0.459 2.012 -1.460
H -0.697 4.303 -2.277
H 0.022 6.230 -0.850
H 0.933 5.795 1.452
H 0.950 3.456 2.344
*
```

Computed properties:
HOMO-LUMO gap, Ha: 0.2296
M, g/mol: 352.393
Maximum force, hartree/bohr: 0.057

---

4.
C23H17Br2KNOS4 | ωB97M-V with the def2-TZVPD basis set

The geometry in ORCA input format:
```
! RIJCOSX wB97M-V def2-TZVPD def2/J DEFGRID3
* xyz -1 1
K 1.446 -0.085 -0.394
S 1.221 -2.707 3.436
C 2.502 -1.745 4.009
C 3.199 -1.202 2.969
C 2.709 -1.439 1.634
C 1.595 -2.265 1.790
C 0.763 -2.937 0.745
C -0.327 -3.747 1.109
C -1.059 -4.402 0.144
C -0.713 -4.251 -1.193
C 0.351 -3.414 -1.472
N 1.063 -2.775 -0.553
H 2.697 -1.652 5.067
H 4.067 -0.579 3.166
H -0.610 -3.864 2.145
H -1.898 -5.022 0.436
H -1.252 -4.742 -1.990
H 0.652 -3.233 -2.501
Br 2.514 -0.692 -3.619
C 4.371 -0.206 -3.413
Br 4.839 -0.035 -1.565
H 4.516 0.742 -3.917
H 4.972 -0.985 -3.864
O 0.483 1.920 -1.140
C -0.703 1.942 -0.521
C -0.566 1.609 1.007
C 0.470 2.048 1.784
C 0.402 1.596 3.126
C -0.685 0.804 3.343
S -1.638 0.640 1.936
C -1.368 3.310 -0.631
C -2.047 4.071 0.272
C -2.522 5.291 -0.282
C -2.170 5.427 -1.591
S -1.281 4.082 -2.160
C -1.678 0.913 -1.172
C -1.343 -0.095 -2.038
C -2.460 -0.858 -2.461
C -3.629 -0.416 -1.922
S -3.375 0.935 -0.912
H 1.273 2.630 1.355
H 1.151 1.794 3.877
H -0.931 0.284 4.254
H -2.194 3.753 1.294
H -3.073 6.043 0.264
H -2.384 6.269 -2.230
H -0.333 -0.236 -2.391
H -2.404 -1.700 -3.136
H -4.613 -0.823 -2.092
*
```

Computed properties:
HOMO-LUMO gap, Ha: 0.2304
Energy above the lowest of the compared OMol25 structures with the same formula, charge and spin, kJ/mol: 60.90
M, g/mol: 650.569
Maximum force, hartree/bohr: 0.023

---

5.
C23H17BrCl3CoF13GeN3O6S2Sb | ωB97M-V with the def2-TZVPD basis set

The geometry in ORCA input format:
```
! RIJCOSX wB97M-V def2-TZVPD def2/J DEFGRID3
* xyz 0 2
Co 0.582 1.581 -0.448
C -0.994 4.103 0.514
O -0.943 2.679 0.263
C -2.090 1.947 0.467
C -3.353 2.489 0.573
C -4.432 1.618 0.655
Br -6.174 2.338 0.738
C -4.258 0.251 0.640
C -2.974 -0.290 0.567
C -1.897 0.576 0.489
O -0.569 0.203 0.333
C -2.830 -1.754 0.504
N -3.542 -2.508 -0.288
C -3.105 -3.800 -0.025
C -3.525 -5.014 -0.571
C -2.940 -6.166 -0.093
C -1.944 -6.129 0.901
C -1.505 -4.939 1.442
C -2.108 -3.782 0.956
N -1.949 -2.448 1.277
H -1.497 4.266 1.463
H -1.506 4.599 -0.310
H 0.031 4.438 0.599
H -3.511 3.556 0.568
H -5.101 -0.425 0.672
H -0.406 -0.757 0.230
H -4.284 -5.037 -1.342
H -3.252 -7.125 -0.484
H -1.513 -7.058 1.248
H -0.737 -4.903 2.202
H -1.367 -2.093 2.022
F 4.861 -0.838 -0.808
C 4.920 0.479 -0.935
F 4.726 0.809 -2.209
F 6.097 0.923 -0.535
S 3.591 1.222 0.098
O 2.372 0.658 -0.520
O 3.849 0.817 1.440
N 3.820 2.738 -0.215
S 2.668 3.758 -0.464
O 2.332 4.665 0.573
O 1.551 3.070 -1.170
C 3.380 4.755 -1.838
F 4.528 5.283 -1.453
F 2.515 5.718 -2.135
F 3.572 3.991 -2.905
F 1.212 2.077 1.600
Sb 1.475 2.213 3.569
F 0.016 1.005 3.562
F 0.210 3.601 3.335
F 1.498 2.656 5.382
F 2.969 3.236 3.166
F 2.428 0.620 4.031
F 0.280 -4.300 -3.059
C 0.186 -2.976 -2.875
C 1.309 -2.196 -3.074
C 1.208 -0.832 -2.869
C 0.002 -0.249 -2.472
C -0.075 1.202 -2.222
C -1.119 -1.074 -2.313
C -1.037 -2.440 -2.511
H 2.238 -2.660 -3.375
H 2.080 -0.204 -3.006
H -1.085 1.615 -2.230
H 0.604 1.783 -2.841
H -2.076 -0.639 -2.045
H -1.899 -3.083 -2.392
Cl 1.592 -2.344 0.610
Ge 2.120 -1.252 2.477
Cl 0.733 -2.192 3.862
Cl 4.042 -2.030 3.004
*
```

Computed properties:
HOMO-LUMO gap (spin up / spin down), Ha: 0.2679 / 0.2444
Energy above the lowest of the compared OMol25 structures with the same formula, charge and spin, kJ/mol: 0.00
M, g/mol: 1182.078
Maximum force, hartree/bohr: 0.031

---

6.
C23H17BrFN3PbS | ωB97M-V with the def2-TZVPD basis set

The geometry in ORCA input format:
```
! RIJCOSX wB97M-V def2-TZVPD def2/J DEFGRID3
* xyz 0 1
Pb -0.799 -0.019 -0.816
Br 5.426 -1.066 3.838
C 3.903 -0.366 3.036
C 3.659 -0.615 1.653
C 2.487 -0.066 1.066
C 1.629 0.761 1.856
C 1.913 1.022 3.245
C 3.013 0.405 3.805
N 0.512 1.234 1.239
C -0.194 2.246 1.721
C -1.652 2.278 1.554
C -2.453 2.904 2.581
C -3.821 3.028 2.360
C -4.385 2.447 1.200
C -3.545 1.735 0.338
N -2.241 1.601 0.518
H 4.348 -1.232 1.076
H 2.145 -0.347 0.043
H 1.234 1.686 3.776
H 3.201 0.458 4.886
H 0.265 2.993 2.371
H -1.949 3.333 3.465
H -4.468 3.637 2.989
H -5.443 2.373 1.050
H -3.973 1.214 -0.522
S -1.722 0.063 -3.298
C -0.098 0.503 -3.554
C 0.256 0.662 -4.933
C 1.534 1.187 -5.261
C 2.412 1.512 -4.193
C 1.989 1.283 -2.854
N 0.711 0.877 -2.561
H -0.547 0.463 -5.650
H 1.806 1.307 -6.309
H 3.411 1.958 -4.369
H 2.656 1.496 -2.003
F -0.642 -6.238 0.291
C -0.920 -4.942 -0.081
C -0.691 -4.581 -1.392
C -0.648 -3.212 -1.622
C -1.027 -2.320 -0.610
C -1.396 -2.787 0.633
C -1.412 -4.121 0.932
H -0.450 -5.289 -2.204
H -0.492 -2.799 -2.622
H -1.802 -2.105 1.400
H -1.738 -4.563 1.931
*
```

Computed properties:
HOMO-LUMO gap, Ha: 0.1663
M, g/mol: 673.579
Maximum force, hartree/bohr: 0.084